No. 1
ORCA calculation (wB97M-V/def2-TZVPD) on a cluster of 3 separate species, C6H14O2 in total in a non-equilibrium geometry.

## Properties
**Charge**: 0
**LUMO energy**: 0.684 eV
**Energy relative to the best compared isomer or geometry (same formula, charge and spin)**: 83.8 kcal per mole
**Frontier orbital gap**: 9.007 eV
**Highest occupied orbital energy**: -8.322 eV

```
22
Properties=species:S:1:pos:R:3:nbo_charge:R:1
C 2.172 -1.765 -0.439 -0.41
C 1.584 -0.725 0.194 -0.20
C 0.471 -0.003 -0.259 -0.24
C -0.358 0.676 0.564 -0.15
C -1.435 1.772 0.146 -0.44
C -2.754 1.285 0.607 -0.62
H 1.689 -2.023 -1.428 0.19
H 2.982 -2.505 0.061 0.22
H 1.995 -0.369 1.239 0.21
H 0.241 0.002 -1.368 0.20
H -0.250 0.583 1.558 0.18
H -1.152 2.750 0.744 0.21
H -1.121 1.909 -0.900 0.21
H -3.059 0.277 0.145 0.21
H -3.635 1.978 0.408 0.21
H -2.801 1.355 1.749 0.22
O 2.529 1.527 -0.716 -0.93
H 1.889 2.265 -0.838 0.47
H 3.254 1.876 -1.278 0.47
O -1.855 -2.819 0.180 -0.92
H -2.060 -1.978 -0.147 0.46
H -1.446 -3.225 -0.538 0.46
```

No. 2
ORCA calculation (wB97M-V/def2-TZVPD) on a structure of composition C14H12AuN3OSe4.

## Properties
**Charge**: 0
**LUMO energy**: -1.686 eV
**Energy relative to the best compared isomer or geometry (same formula, charge and spin)**: 0.0 kcal per mole
**Frontier orbital gap**: 5.913 eV
**Highest occupied orbital energy**: -7.599 eV

```
35
Properties=species:S:1:pos:R:3:nbo_charge:R:1
Au -0.153 0.015 -0.534 0.98
C 0.853 3.454 2.204 -0.69
C 0.215 2.237 1.613 0.29
N 0.548 1.765 0.465 -0.33
N 1.614 2.352 -0.197 -0.45
C 2.210 1.489 -0.994 0.57
O 1.845 0.266 -1.208 -0.76
C 3.428 1.958 -1.715 -0.07
C 4.111 1.074 -2.543 -0.18
C 5.245 1.492 -3.223 -0.22
C 5.701 2.794 -3.081 -0.20
C 5.020 3.680 -2.256 -0.22
C 3.889 3.265 -1.573 -0.18
C -0.814 1.510 2.414 0.14
C -1.527 2.152 3.418 -0.23
C -2.435 1.413 4.164 -0.16
C -2.583 0.063 3.894 -0.25
C -1.823 -0.493 2.872 0.06
N -0.962 0.207 2.148 -0.44
H 1.787 3.675 1.700 0.27
H 1.025 3.313 3.270 0.23
H 0.189 4.313 2.080 0.24
H 3.744 0.062 -2.646 0.23
H 5.772 0.800 -3.866 0.21
H 6.586 3.121 -3.613 0.21
H 5.372 4.697 -2.144 0.21
H 3.351 3.947 -0.930 0.23
H -1.385 3.206 3.609 0.22
H -3.010 1.887 4.948 0.22
H -3.268 -0.554 4.458 0.23
H -1.901 -1.545 2.628 0.21
Se -2.546 0.462 -0.878 -0.19
Se -3.685 -1.268 0.048 -0.03
Se -2.124 -3.013 -0.376 -0.02
Se -0.695 -2.001 -1.806 -0.15
```

No. 3
ORCA calculation (wB97M-V/def2-TZVPD) on a structure of composition C5H4CrO2 in a non-equilibrium geometry.

## Properties
**Charge**: -1
**LUMO energy (alpha / beta)**: 3.086 / 3.070 eV
**Frontier orbital gap (alpha / beta)**: 5.427 / 5.810 eV
**Spin multiplicity**: 6
**Highest occupied orbital energy (alpha / beta)**: -2.340 / -2.740 eV

```
12
Properties=species:S:1:pos:R:3:mulliken_spin:R:1
C -0.481 -1.645 0.042 -0.04
Cr 1.787 0.599 -0.980 5.19
O 0.807 -1.704 0.413 -0.01
C 1.649 -0.591 0.802 -0.16
H 1.178 0.035 1.585 0.00
H 2.548 -1.061 1.235 -0.03
O -2.262 -0.668 -1.176 0.00
C -1.053 -0.496 -0.461 0.07
C -0.688 0.866 -0.355 0.04
C -0.328 2.044 -0.397 -0.03
H -2.961 -0.467 -0.542 0.00
H -0.197 3.087 -0.166 -0.02
```

No. 4
ORCA calculation (wB97M-V/def2-TZVPD) on a cluster of 3 separate species, C16H23Cl2FO7 in total in a non-equilibrium geometry.

## Properties
**Charge**: 0
**LUMO energy**: 0.392 eV
**Frontier orbital gap**: 10.717 eV
**Highest occupied orbital energy**: -10.325 eV

```
49
Properties=species:S:1:pos:R:3:nbo_charge:R:1
C 0.706 3.008 0.379 -0.64
C 0.414 1.891 -0.616 -0.19
Cl 1.502 0.479 -0.437 -0.06
C -1.061 1.429 -0.647 -0.22
Cl -1.917 2.509 -1.791 -0.03
C -1.691 1.327 0.718 0.03
O -2.227 0.044 1.123 -0.52
C -2.738 0.355 2.382 0.96
O -2.907 -0.430 3.178 -0.53
O -2.948 1.702 2.496 -0.51
C -2.900 2.178 1.108 0.08
C -4.296 1.817 0.583 -0.49
C -4.845 2.723 -0.530 0.06
F -4.311 3.991 -0.497 -0.37
H -0.173 3.593 0.645 0.22
H 1.514 3.650 0.050 0.24
H 1.064 2.548 1.303 0.22
H 0.599 2.294 -1.604 0.23
H -1.064 0.431 -1.077 0.25
H -0.999 1.518 1.541 0.21
H -2.648 3.230 1.058 0.23
H -4.387 0.787 0.242 0.24
H -4.971 1.918 1.430 0.23
H -4.633 2.256 -1.488 0.17
H -5.927 2.822 -0.443 0.17
O -3.227 -1.664 -2.662 -0.56
C -2.278 -2.392 -2.681 0.79
C -1.786 -3.249 -1.536 -0.53
C -0.378 -3.610 -1.986 -0.43
C -0.504 -3.590 -3.500 -0.07
O -1.496 -2.584 -3.776 -0.49
H -2.428 -4.127 -1.448 0.24
H -1.788 -2.685 -0.606 0.25
H -0.021 -4.561 -1.594 0.22
H 0.318 -2.831 -1.666 0.21
H -0.852 -4.545 -3.901 0.18
H 0.428 -3.322 -3.993 0.20
O 4.972 1.488 0.389 -0.56
C 5.257 0.448 0.905 0.79
C 4.430 -0.296 1.929 -0.53
C 5.433 -1.291 2.502 -0.43
C 6.369 -1.508 1.322 -0.07
O 6.379 -0.258 0.611 -0.49
H 3.606 -0.796 1.419 0.24
H 4.051 0.383 2.688 0.24
H 4.985 -2.212 2.872 0.22
H 5.978 -0.828 3.327 0.21
H 6.011 -2.287 0.646 0.18
H 7.383 -1.752 1.634 0.20
```

- What is the formula in the first record?
  C6H14O2

Repeat the third record exactly.
ORCA calculation (wB97M-V/def2-TZVPD) on a structure of composition C5H4CrO2 in a non-equilibrium geometry.

## Properties
**Charge**: -1
**LUMO energy (alpha / beta)**: 3.086 / 3.070 eV
**Frontier orbital gap (alpha / beta)**: 5.427 / 5.810 eV
**Spin multiplicity**: 6
**Highest occupied orbital energy (alpha / beta)**: -2.340 / -2.740 eV

```
12
Properties=species:S:1:pos:R:3:mulliken_spin:R:1
C -0.481 -1.645 0.042 -0.04
Cr 1.787 0.599 -0.980 5.19
O 0.807 -1.704 0.413 -0.01
C 1.649 -0.591 0.802 -0.16
H 1.178 0.035 1.585 0.00
H 2.548 -1.061 1.235 -0.03
O -2.262 -0.668 -1.176 0.00
C -1.053 -0.496 -0.461 0.07
C -0.688 0.866 -0.355 0.04
C -0.328 2.044 -0.397 -0.03
H -2.961 -0.467 -0.542 0.00
H -0.197 3.087 -0.166 -0.02
```

- charge of number 3 (C5H4CrO2)?
  -1

- Which of these has the lowest charge?
  C5H4CrO2